84
Properties=species:S:1:pos:R:3:forces:R:3 method="wB97M-V/def2-TZVPD" s_squared=3.857 e_homo_ev="-16.08 / -16.06" spin_multiplicity=4 total_energy_ha=-6070.67512 de_lowest_kcal_mol=0.0 max_force_ha_per_bohr=0.0137 total_charge=+3 orbital_gap_ev="7.48 / 7.24"
Cr 0.589 0.011 -1.160 -0.2757 0.1683 -0.6273
C -3.211 -1.975 -2.050 -0.0508 0.0105 -0.0700
C -2.951 -3.273 -1.648 0.0124 -0.0852 0.0197
C -1.693 -3.588 -1.149 -0.1478 -0.1510 -0.0103
C -0.742 -2.596 -1.055 0.2610 0.0942 0.0390
N -1.011 -1.318 -1.407 -0.0292 0.1093 0.0407
C -2.215 -1.027 -1.910 0.0691 0.0259 0.0721
C 0.663 -2.835 -0.634 -0.2287 0.1886 -0.1286
C 1.204 -4.049 -0.261 0.0005 -0.1804 0.0492
C 2.554 -4.104 0.051 0.0196 -0.0376 0.0192
C 3.337 -2.961 -0.033 0.1067 -0.1158 0.0440
C 2.741 -1.780 -0.422 -0.0010 0.3085 -0.0254
N 1.428 -1.737 -0.691 -0.0332 -0.2935 -0.0474
C 3.435 -0.490 -0.660 -0.2307 -0.0892 0.0158
C 4.799 -0.337 -0.554 0.1552 0.0025 0.0313
C 5.370 0.883 -0.892 0.0568 -0.0025 0.0039
C 4.552 1.908 -1.331 0.0678 0.0497 0.0025
C 3.189 1.689 -1.394 -0.1254 -0.0373 0.0516
N 2.627 0.524 -1.059 0.0830 -0.2059 0.0525
H -4.168 -1.692 -2.466 0.0296 -0.0125 0.0262
H -3.712 -4.040 -1.733 0.0297 0.0190 -0.0008
H -1.461 -4.601 -0.852 -0.0242 0.0255 -0.0246
H -2.385 0.000 -2.202 0.0005 0.0327 0.0339
H 0.593 -4.940 -0.216 0.0358 0.0062 -0.0059
H 3.002 -5.044 0.349 -0.0071 0.0147 -0.0079
H 4.394 -3.005 0.190 -0.0209 -0.0161 0.0100
H 5.422 -1.157 -0.226 -0.0103 0.0316 -0.0191
H 6.442 1.022 -0.823 -0.0423 -0.0041 -0.0001
H 4.957 2.868 -1.620 -0.0128 -0.0306 0.0059
H 2.517 2.468 -1.725 -0.0344 -0.0059 -0.0059
Br 2.212 -1.763 -3.795 0.0210 -0.0065 0.0030
C 1.069 -0.368 -4.337 0.0046 0.0708 0.1276
C 0.981 -0.128 -5.696 -0.0611 0.0311 -0.1019
C 0.133 0.871 -6.133 0.0217 -0.0255 -0.0731
C -0.597 1.583 -5.192 -0.0518 0.0281 -0.0090
C -0.432 1.285 -3.859 -0.0513 -0.1624 0.0986
N 0.399 0.321 -3.406 0.3365 -0.1406 0.0377
H 1.560 -0.724 -6.387 -0.0023 0.0088 0.0070
H 0.036 1.080 -7.191 -0.0011 -0.0015 0.0335
H -1.296 2.354 -5.488 0.0177 -0.0044 0.0047
H -1.002 1.808 -3.106 0.0485 0.0558 0.0517
N 0.118 5.692 -1.939 0.0260 0.0330 -0.0341
C 0.184 5.444 -0.630 -0.0756 -0.1131 -0.3050
N 0.309 6.447 0.223 -0.0103 -0.0101 0.0868
N 0.123 4.212 -0.121 0.0292 0.0369 0.5225
C 0.094 3.063 -0.639 -0.0990 0.0610 -0.1735
N 0.053 1.939 -0.971 -0.0390 0.2765 -0.1155
H 0.118 6.633 -2.301 0.0151 -0.0029 -0.0050
H -0.013 4.944 -2.596 -0.0251 -0.0085 0.0009
H 0.340 7.409 -0.072 -0.0046 0.0004 -0.0036
H 0.348 6.247 1.209 0.0083 -0.0014 -0.0124
C -3.687 -0.620 1.339 -0.0507 -0.2538 -0.0025
Si -3.208 1.167 1.491 0.0941 0.0214 -0.0043
C -4.219 2.042 2.764 -0.2011 0.0374 0.1636
C -3.364 2.037 -0.150 -0.0411 0.1049 -0.1248
C -1.423 1.331 2.135 0.0457 0.0374 0.0045
Te 0.251 0.170 1.522 0.1931 0.0883 0.4132
C -0.391 -1.648 2.415 -0.0100 -0.0581 -0.0498
Si 0.508 -2.010 4.073 0.0309 0.1709 -0.1312
C -0.296 -3.509 4.786 -0.0968 -0.1827 0.1276
C 2.297 -2.291 3.636 0.1375 -0.0795 -0.0238
C 0.303 -0.525 5.166 -0.0827 0.1102 0.1074
H -4.708 -0.687 0.949 0.0628 -0.0172 0.0198
H -3.686 -1.118 2.313 -0.0186 -0.0011 -0.0716
H -3.034 -1.181 0.662 -0.0418 0.0066 0.1079
H -5.275 2.043 2.474 0.0653 0.0230 0.0385
H -3.907 3.084 2.872 -0.0286 -0.0401 0.0199
H -4.149 1.561 3.743 -0.0153 0.0480 -0.0382
H -4.273 1.720 -0.672 0.0699 0.0398 0.0425
H -2.506 1.848 -0.794 0.0126 -0.0135 -0.1055
H -3.440 3.118 0.005 0.0293 -0.0692 -0.0415
H -1.429 1.097 3.205 0.0131 0.0679 -0.0038
H -1.106 2.375 2.052 0.0728 -0.0419 0.0101
H -0.222 -2.466 1.713 -0.0266 0.0433 0.0152
H -1.466 -1.536 2.553 -0.0148 -0.0336 -0.0494
H -0.283 -4.359 4.098 -0.0050 0.0253 0.0432
H -1.335 -3.300 5.054 0.0382 -0.0614 -0.0073
H 0.222 -3.815 5.700 -0.0534 0.0047 -0.0666
H 2.437 -3.263 3.154 0.0121 0.0571 -0.0002
H 2.923 -2.278 4.532 -0.0367 -0.0205 -0.0470
H 2.676 -1.510 2.970 0.0436 0.0067 -0.0060
H -0.750 -0.368 5.423 0.0800 0.0225 -0.0037
H 0.694 0.393 4.717 0.0028 -0.0028 0.0248
H 0.844 -0.674 6.105 -0.0410 0.0150 -0.0464